# 1
DFT (ωB97M-V with the def2-TZVPD basis set) results for C2H4BiLiO2 as an isolated structure at a distorted geometry.

Structure (XYZ):
```
10
Properties=species:S:1:pos:R:3:forces:R:3:lowdin_charge:R:1
O -0.795 0.589 -2.728 0.9 2.3 -1.4 -0.4268
C 0.224 0.979 1.134 0.2 -1.0 -0.6 0.0819
C 0.552 -0.323 1.084 1.2 1.9 1.9 -0.3350
O -0.006 -1.251 0.273 0.9 -0.6 2.0 -0.6053
H -1.378 1.329 -2.889 -0.1 1.0 -0.3 0.0532
H -0.724 1.350 0.734 0.2 0.1 -0.2 0.0748
H 0.946 1.691 1.531 -0.5 -0.1 0.4 0.1072
H 1.265 -0.716 1.822 0.2 0.1 -0.6 0.1361
Li 0.832 -2.894 0.460 0.3 -0.7 0.4 0.8559
Bi -0.915 -0.753 -1.422 -3.3 -3.1 -1.5 2.0581
```
Positions in Å, forces in eV/Å.

Output
net charge: +2
maximum force: 4.740 eV Å⁻¹
relative energy (zero: lowest compared OMol25 entry of this formula, charge and spin): 25.2 kcal per mole
frontier orbital gap: 6.72 eV


# 2
DFT (ωB97M-V with the def2-TZVPD basis set) results for C26H30N3RuSiTe as an isolated structure at a distorted geometry.

Structure (XYZ):
```
62
Properties=species:S:1:pos:R:3:forces:R:3:mulliken_spin:R:1
Ru -0.294 0.008 -0.388 1.0 -1.8 0.1 0.9201
C -0.906 -3.699 -1.359 0.0 0.0 0.0 -0.0027
C -1.565 -3.091 -0.157 0.3 0.1 0.1 -0.0052
C -2.502 -3.774 0.592 -0.1 0.0 0.2 0.0110
C -3.124 -3.122 1.665 0.0 -0.2 -0.1 -0.0075
C -2.829 -1.815 1.964 0.2 0.1 0.0 0.0091
C -1.878 -1.164 1.159 -0.3 -0.2 0.2 -0.0080
N -1.232 -1.829 0.163 -1.0 0.2 0.0 -0.0030
N -1.491 0.136 1.168 -0.4 0.1 0.2 0.0320
Si -2.469 1.483 1.745 0.2 0.1 0.0 -0.0023
C -1.751 3.074 1.111 0.1 0.1 0.0 0.0070
C -4.218 1.317 1.128 -0.1 -0.1 -0.1 0.0018
C -2.452 1.526 3.612 0.0 -0.1 0.1 0.0000
H -1.548 -3.574 -2.232 0.0 0.0 0.0 0.0010
H -0.739 -4.766 -1.212 0.0 0.0 0.0 -0.0008
H 0.036 -3.203 -1.579 0.0 0.0 0.0 0.0002
H -2.751 -4.794 0.338 0.0 0.0 0.0 0.0009
H -3.862 -3.651 2.255 0.0 0.0 0.0 -0.0006
H -3.315 -1.287 2.772 0.0 0.0 0.0 0.0013
H -1.423 2.980 0.077 0.0 0.0 0.0 0.0005
H -0.880 3.377 1.696 0.0 0.0 0.0 0.0015
H -2.498 3.870 1.163 0.0 0.0 0.1 0.0001
H -4.225 1.302 0.035 0.0 0.0 0.0 0.0038
H -4.810 2.172 1.464 0.0 0.0 0.0 0.0002
H -4.715 0.409 1.477 0.0 0.0 0.0 -0.0007
H -1.425 1.519 3.983 0.0 0.0 0.0 0.0001
H -2.983 0.689 4.072 0.0 0.0 0.0 -0.0003
H -2.929 2.448 3.956 0.0 0.0 0.0 0.0001
C 3.242 -2.358 1.939 0.0 0.0 0.0 0.0026
C 3.533 -2.265 0.437 -0.1 0.1 0.0 0.0055
C 2.399 -1.678 -0.274 0.2 -0.2 -0.2 0.0417
N 1.504 -1.227 -0.832 0.0 0.4 0.1 -0.0038
H 4.121 -2.737 2.457 0.0 0.0 0.0 0.0005
H 2.407 -3.030 2.131 0.0 0.0 0.0 0.0001
H 2.993 -1.379 2.344 0.0 0.0 0.0 -0.0005
H 3.723 -3.248 0.005 0.0 0.0 0.0 0.0018
H 4.406 -1.643 0.241 0.0 0.0 0.0 0.0007
Te -2.085 -0.176 -2.226 0.3 0.3 0.1 0.0070
C -1.494 1.394 -3.498 0.0 0.2 -0.1 -0.0114
C -1.819 1.315 -4.848 0.0 0.1 0.0 0.0027
C -1.443 2.331 -5.718 0.0 0.0 0.0 -0.0025
C -0.733 3.426 -5.248 0.0 0.0 0.0 0.0041
C -0.407 3.505 -3.900 0.0 0.0 0.0 -0.0027
C -0.788 2.497 -3.026 -0.1 0.0 0.0 -0.0040
H -2.364 0.459 -5.229 0.0 0.0 0.0 0.0006
H -1.701 2.261 -6.768 0.0 0.0 0.0 -0.0001
H -0.432 4.212 -5.929 0.0 0.0 0.0 0.0004
H 0.146 4.357 -3.525 0.0 0.0 0.0 0.0000
H -0.520 2.563 -1.979 0.0 0.0 -0.1 0.0036
C 0.902 1.571 -0.178 -0.3 0.8 -0.6 -0.0080
C 1.696 2.493 -0.101 0.3 -0.1 0.2 -0.0008
C 2.653 3.558 0.004 -0.2 -0.1 0.0 0.0003
C 2.409 4.653 0.837 0.0 0.0 0.0 0.0028
C 3.324 5.689 0.924 0.0 0.0 0.0 -0.0007
C 4.495 5.650 0.178 0.0 0.0 0.0 0.0013
C 4.747 4.569 -0.656 0.0 0.0 0.0 -0.0007
C 3.834 3.529 -0.742 0.1 0.0 0.0 0.0002
H 1.491 4.679 1.410 0.0 0.0 0.0 0.0003
H 3.120 6.533 1.570 0.0 0.0 0.0 0.0000
H 5.210 6.460 0.247 0.0 0.0 0.0 0.0001
H 5.654 4.538 -1.245 0.0 0.0 0.0 0.0000
H 4.022 2.684 -1.392 0.0 0.0 0.0 0.0000
```
Positions in Å, forces in eV/Å.

Output
net charge: 0
2S+1: 2
maximum force: 2.081 eV Å⁻¹
relative energy (zero: lowest compared OMol25 entry of this formula, charge and spin): 13.2 kcal per mole
⟨S²⟩: 0.7655
frontier orbital gap (alpha / beta): 6.24 / 6.71 eV


# 3
DFT (ωB97M-V with the def2-TZVPD basis set) results for a 2-piece molecular cluster, C4H13NOSi overall at a distorted geometry.

Structure (XYZ):
```
20
Properties=species:S:1:pos:R:3:forces:R:3:lowdin_charge:R:1
C 1.112 -1.589 0.407 1.3 -2.2 1.9 -0.1785
C 2.308 0.356 -0.389 1.0 -0.2 -1.7 -0.1460
C -2.576 -0.772 -1.347 1.6 2.2 1.5 -0.0504
C -1.023 1.012 1.732 0.6 -2.8 0.4 -0.1866
N 1.108 -0.217 0.155 -0.4 2.1 -0.8 -0.3744
O -0.246 2.195 -0.737 1.0 -1.1 3.3 -0.1464
Si -0.329 0.693 0.024 -1.7 -0.1 -0.9 0.5892
H 1.940 -1.766 1.205 -1.6 -0.1 -0.6 0.1042
H 0.077 -1.963 0.787 2.0 0.4 -0.9 0.1082
H 1.592 -2.154 -0.434 -1.2 0.1 0.2 0.0850
H 2.054 1.335 -0.812 0.4 0.1 0.6 0.0609
H 3.177 0.399 0.311 -0.7 0.1 -0.3 0.0948
H 2.662 -0.183 -1.327 -0.3 0.1 1.1 0.0992
H -2.237 -1.778 -1.439 0.2 -0.6 0.3 -0.0779
H -2.845 -0.378 -0.327 -0.6 -0.8 -1.5 -0.0738
H -2.935 -0.336 -2.299 0.2 0.1 1.1 -0.0412
H -1.230 -0.066 2.202 0.0 2.3 -1.0 0.0748
H -0.222 1.432 2.391 -0.9 0.2 -0.6 0.0439
H -1.928 1.572 1.523 -0.1 0.2 0.9 0.0141
H -0.460 2.209 -1.624 -0.7 0.0 -2.9 0.0009
```
Positions in Å, forces in eV/Å.

Output
net charge: 0
maximum force: 3.654 eV Å⁻¹
relative energy (zero: lowest compared OMol25 entry of this formula, charge and spin): 74.6 kcal per mole
frontier orbital gap (alpha / beta): 7.52 / 7.52 eV


# 4
DFT (ωB97M-V with the def2-TZVPD basis set) results for C22H20IN5O8ReS2 as an isolated structure at a distorted geometry.

Structure (XYZ):
```
59
Properties=species:S:1:pos:R:3:forces:R:3:mulliken_spin:R:1
Re -0.046 -2.121 -0.187 0.6 0.8 -0.8 0.9403
O 0.430 -5.453 -1.745 0.2 0.0 -0.1 0.0014
S -0.530 -4.669 -1.052 0.0 0.7 0.2 0.0201
O -1.772 -5.276 -0.687 -0.2 0.0 0.0 0.0006
O 0.127 -4.053 0.280 -0.3 -0.3 -0.2 0.0143
O -0.760 -3.283 -1.734 -0.1 -0.9 0.3 -0.0065
O -1.106 1.219 -2.623 -0.1 -0.2 0.1 0.0052
C -1.092 0.760 -1.491 0.2 0.3 -0.1 -0.0079
O -0.613 -0.422 -1.244 -0.3 -0.4 0.3 0.0090
C -1.536 1.629 -0.335 0.0 0.0 0.0 0.0004
C -1.603 3.002 -0.564 0.0 0.1 0.0 -0.0029
C -1.859 3.878 0.478 0.0 0.1 -0.1 0.0006
C -2.051 3.353 1.742 -0.1 0.3 0.3 0.0004
C -2.063 2.000 1.990 0.0 -0.2 0.0 0.0033
C -1.805 1.136 0.936 -0.1 -0.1 0.0 0.0079
N -2.220 4.289 2.892 0.0 -0.2 -0.2 -0.0001
O -2.318 3.807 4.001 0.0 0.0 -0.1 0.0000
O -2.237 5.479 2.650 0.0 0.0 0.0 0.0002
H -1.437 3.365 -1.569 0.0 0.0 0.0 0.0002
H -1.900 4.948 0.330 0.0 0.0 0.0 0.0000
H -2.242 1.638 2.992 0.0 0.0 0.0 0.0005
H -1.789 0.073 1.121 0.0 0.1 0.0 0.0004
C 0.628 -0.861 1.218 0.0 -0.4 0.3 -0.1051
C 0.958 0.089 1.908 0.2 0.6 0.2 0.1142
C 1.235 1.320 2.600 -0.1 -0.3 -0.2 0.0241
C 1.399 1.347 3.985 0.0 0.0 0.1 0.0149
C 1.564 2.557 4.642 0.0 0.0 0.0 -0.0014
C 1.562 3.747 3.925 0.0 0.0 0.0 0.0026
C 1.408 3.728 2.544 0.0 -0.1 0.0 -0.0016
C 1.252 2.521 1.881 0.0 0.0 0.0 0.0111
H 1.387 0.416 4.539 0.0 0.1 0.0 -0.0007
H 1.687 2.573 5.719 0.0 0.0 -0.1 0.0001
H 1.680 4.689 4.444 0.0 0.0 0.0 0.0002
H 1.394 4.658 1.985 0.0 -0.1 0.0 0.0001
H 1.133 2.488 0.805 0.0 0.0 0.1 0.0001
C 4.576 -2.274 -3.108 -0.1 0.1 0.0 0.0001
N 3.358 -1.532 -3.371 0.1 0.0 0.1 -0.0004
C 3.170 -0.791 -4.622 -0.1 -0.1 0.1 0.0001
C 1.725 -0.270 -4.501 0.0 0.0 0.1 0.0001
N 1.291 -0.844 -3.229 -0.4 0.1 -0.2 -0.0006
C 2.240 -1.530 -2.636 0.2 -0.4 0.1 -0.0016
S 2.143 -2.342 -1.105 -0.2 0.5 0.0 -0.0234
H 5.434 -1.601 -3.122 0.0 0.0 0.0 0.0000
H 4.717 -3.048 -3.864 0.0 0.0 0.0 0.0001
H 4.515 -2.745 -2.131 0.0 0.0 0.0 -0.0005
H 3.307 -1.458 -5.474 0.0 0.0 0.0 0.0000
H 3.902 0.012 -4.698 0.0 0.0 0.0 -0.0001
H 1.086 -0.608 -5.312 0.0 -0.1 0.0 -0.0002
H 1.675 0.816 -4.461 0.0 0.1 0.0 0.0000
H 0.358 -0.734 -2.829 0.2 0.2 0.0 -0.0020
I -6.225 -2.550 0.236 -0.1 0.0 0.0 -0.0001
C -4.223 -2.693 0.646 0.1 0.1 0.0 -0.0002
C -3.606 -3.556 1.534 -0.1 -0.1 0.1 0.0000
N -2.307 -3.284 1.510 0.2 0.2 0.1 0.0045
N -2.017 -2.298 0.638 -0.4 -0.3 -0.3 -0.0189
C -3.191 -1.939 0.098 0.2 0.1 0.0 -0.0033
H -4.013 -4.340 2.152 0.0 0.0 0.0 0.0001
H -1.545 -3.805 1.917 0.1 -0.1 -0.1 -0.0016
H -3.234 -1.156 -0.644 0.0 -0.1 0.0 0.0019
```
Positions in Å, forces in eV/Å.

Output
net charge: 0
2S+1: 2
maximum force: 1.281 eV Å⁻¹
relative energy (zero: lowest compared OMol25 entry of this formula, charge and spin): 4.9 kcal per mole
⟨S²⟩: 0.7606
frontier orbital gap (alpha / beta): 6.01 / 6.19 eV